<P>
Molecular formula: C35H29AlClF5N3O6S2Te
Method: DFT, wB97M-V/def2-TZVPD

The geometry in XYZ format:
```
83
Properties=species:S:1:pos:R:3:lowdin_charge:R:1
Al -1.498 -0.084 -0.037 -0.46
C 0.886 -3.367 7.068 -0.06
C 0.975 -2.581 5.788 -0.28
C 2.207 -2.216 5.258 -0.05
C 2.288 -1.519 4.060 -0.06
C 1.124 -1.181 3.390 -0.27
C -0.118 -1.525 3.903 -0.04
C -0.181 -2.225 5.095 -0.03
S 1.215 -0.227 1.892 0.63
O 2.587 -0.344 1.440 -0.32
O 0.727 1.085 2.190 -0.24
N 0.190 -0.936 0.866 -0.12
C 0.473 -2.240 0.480 -0.24
C 1.554 -3.024 0.844 -0.02
C 1.691 -4.346 0.382 -0.08
C 0.779 -4.923 -0.452 -0.06
C -0.337 -4.161 -0.863 -0.15
C -1.339 -4.664 -1.722 -0.01
C -2.394 -3.874 -2.069 -0.03
C -2.455 -2.559 -1.574 -0.08
N -1.532 -2.061 -0.787 0.08
C -0.484 -2.836 -0.406 -0.13
H 1.824 -3.327 7.623 0.07
H 0.663 -4.417 6.865 0.08
H 0.092 -2.984 7.711 0.08
H 3.116 -2.481 5.787 0.11
H 3.244 -1.240 3.637 0.11
H -1.020 -1.253 3.364 0.05
H -1.150 -2.503 5.496 0.11
H 2.327 -2.620 1.477 0.09
H 2.557 -4.912 0.706 0.10
H 0.891 -5.941 -0.803 0.10
H -1.255 -5.680 -2.090 0.11
H -3.183 -4.231 -2.717 0.10
H -3.271 -1.898 -1.826 0.11
F -3.845 0.820 -3.677 -0.38
Te -3.853 1.562 -1.949 1.82
F -5.552 0.809 -1.782 -0.37
F -4.152 2.472 -0.367 -0.33
F -4.725 3.012 -2.737 -0.37
F -2.306 2.477 -2.470 -0.35
O -2.992 0.157 -1.251 -0.49
N -0.383 0.365 -1.661 -0.24
S 1.052 -0.085 -2.122 1.13
C 0.906 -0.560 -3.852 -0.38
C 2.041 -0.908 -4.573 -0.08
C 1.906 -1.333 -5.883 -0.09
C 0.644 -1.411 -6.463 -0.09
C -0.482 -1.069 -5.730 -0.07
C -0.356 -0.645 -4.412 -0.06
C 2.052 1.381 -2.329 -0.38
C 1.783 2.285 -3.348 -0.07
C 2.492 3.471 -3.397 -0.07
C 3.457 3.743 -2.434 -0.08
C 3.711 2.834 -1.420 -0.06
C 3.003 1.642 -1.358 -0.06
H -0.635 1.281 -2.028 0.04
H 3.021 -0.836 -4.114 0.11
H 2.784 -1.603 -6.456 0.10
H 0.542 -1.742 -7.489 0.10
H -1.465 -1.128 -6.179 0.11
H -1.223 -0.379 -3.817 0.10
H 1.018 2.070 -4.085 0.12
H 2.283 4.190 -4.178 0.10
H 4.003 4.678 -2.471 0.10
H 4.446 3.058 -0.658 0.11
H 3.154 0.946 -0.544 0.09
O -2.431 2.190 2.855 0.06
C -1.908 3.422 2.685 -0.25
C -2.194 4.448 3.586 -0.03
C -1.656 5.712 3.418 -0.11
C -0.810 5.971 2.349 -0.10
C -0.520 4.947 1.461 -0.02
C -1.057 3.672 1.601 -0.04
C -0.699 2.659 0.540 -0.53
O 0.263 2.871 -0.184 0.06
O -1.525 1.670 0.422 -0.04
H -3.096 2.208 3.549 0.11
H -2.848 4.240 4.427 0.11
H -1.900 6.495 4.127 0.09
H -0.385 6.956 2.209 0.09
H 0.141 5.108 0.621 0.11
Cl -2.895 -0.830 1.595 0.28
```

The calculation puts the HOMO energy at -5.45 eV. Its total charge is -1.



<Q>
Molecular formula: C35H29AlClF5N3O6S2Te
Method: DFT, wB97M-V/def2-TZVPD

The geometry in XYZ format:
```
83
Properties=species:S:1:pos:R:3:lowdin_charge:R:1
Al -1.016 0.548 0.040 -0.61
C -4.076 -0.761 -7.393 -0.05
C -3.460 -0.256 -6.117 -0.27
C -3.528 -0.987 -4.936 -0.02
C -2.883 -0.550 -3.790 -0.03
C -2.162 0.631 -3.824 -0.28
C -2.112 1.393 -4.983 -0.06
C -2.757 0.949 -6.123 -0.03
S -1.200 1.176 -2.414 0.68
O -0.532 2.356 -2.891 -0.30
O -2.166 1.358 -1.310 -0.24
N -0.265 0.048 -1.821 -0.09
C 0.656 -0.625 -2.640 -0.18
C 0.625 -0.528 -4.021 -0.03
C 1.469 -1.293 -4.844 -0.08
C 2.379 -2.156 -4.315 -0.06
C 2.503 -2.250 -2.913 -0.16
C 3.462 -3.076 -2.287 -0.03
C 3.555 -3.096 -0.927 -0.05
C 2.692 -2.268 -0.182 -0.11
N 1.790 -1.503 -0.734 0.14
C 1.658 -1.483 -2.066 -0.15
H -4.863 -1.488 -7.202 0.07
H -3.309 -1.241 -8.005 0.08
H -4.490 0.061 -7.978 0.08
H -4.072 -1.923 -4.921 0.11
H -2.910 -1.128 -2.873 0.10
H -1.542 2.311 -4.977 0.11
H -2.697 1.526 -7.038 0.11
H -0.066 0.152 -4.489 0.08
H 1.373 -1.190 -5.918 0.10
H 3.017 -2.764 -4.946 0.10
H 4.125 -3.667 -2.909 0.11
H 4.278 -3.717 -0.415 0.10
H 2.742 -2.242 0.900 0.11
F 0.784 -2.291 2.734 -0.43
Te -0.871 -1.583 1.997 1.77
F -0.718 -0.829 3.767 -0.38
F -2.720 -1.197 2.591 -0.44
F -1.549 -3.186 2.852 -0.41
F -0.364 -3.015 0.771 -0.47
O 0.062 -0.231 1.244 -0.41
N 0.235 2.182 -0.075 -0.24
S 0.296 3.585 0.745 1.17
C 0.977 4.842 -0.421 -0.36
C 1.228 6.083 0.151 -0.10
C 1.724 7.118 -0.624 -0.09
C 1.977 6.908 -1.974 -0.10
C 1.743 5.661 -2.534 -0.07
C 1.251 4.620 -1.757 -0.07
C -1.342 4.330 0.622 -0.36
C -2.011 4.391 -0.587 -0.06
C -3.315 4.862 -0.608 -0.06
C -3.920 5.308 0.556 -0.08
C -3.208 5.332 1.746 -0.07
C -1.911 4.848 1.777 -0.08
H 1.159 1.765 0.029 0.06
H 1.019 6.234 1.205 0.11
H 1.907 8.089 -0.181 0.10
H 2.364 7.714 -2.584 0.10
H 1.944 5.498 -3.586 0.10
H 1.052 3.651 -2.189 0.08
H -1.527 4.063 -1.491 0.09
H -3.868 4.864 -1.538 0.11
H -4.949 5.643 0.536 0.10
H -3.663 5.702 2.656 0.11
H -1.350 4.833 2.700 0.11
O -4.674 1.335 2.089 0.06
C -4.213 1.275 3.371 -0.27
C -5.090 1.026 4.422 -0.03
C -4.651 1.063 5.733 -0.10
C -3.324 1.355 6.013 -0.09
C -2.444 1.578 4.971 -0.02
C -2.865 1.526 3.647 -0.07
C -1.824 1.663 2.577 -0.54
O -0.777 2.243 2.876 -0.01
O -2.085 1.181 1.408 -0.04
H -5.177 0.538 1.892 0.11
H -6.125 0.789 4.201 0.11
H -5.347 0.865 6.539 0.09
H -2.973 1.366 7.037 0.09
H -1.396 1.760 5.162 0.12
Cl -2.312 -1.334 -0.057 0.54
```

The calculation puts the HOMO energy at -5.69 eV. Its total charge is -1.



Relative energies, in kcal/mol, with the most stable structure set to zero: <P> 0.0; <Q> 83.2.



<P>
Molecular formula: H26KrO13
Method: DFT, wB97M-V/def2-TZVPD

The geometry in XYZ format:
```
40
Properties=species:S:1:pos:R:3:lowdin_charge:R:1
Kr 0.408 0.290 0.061 0.40
O 4.448 0.898 0.173 -0.06
H 4.497 1.181 -0.740 0.02
H 3.905 0.110 0.151 -0.03
O -2.423 -1.057 -2.689 -0.07
H -1.506 -0.927 -2.928 -0.02
H -2.679 -0.238 -2.265 -0.04
O -0.268 -2.225 2.946 -0.05
H -0.758 -1.687 3.568 0.04
H -0.806 -2.225 2.154 -0.05
O -3.057 1.089 -1.190 -0.06
H -2.248 1.554 -1.400 0.00
H -3.148 1.182 -0.242 -0.01
O 1.763 3.954 0.281 -0.05
H 2.536 3.742 0.805 0.04
H 1.947 3.580 -0.581 0.03
O -3.096 1.387 1.547 -0.03
H -3.843 1.693 2.060 0.08
H -2.860 0.548 1.942 0.05
O 3.001 -1.659 -0.010 -0.08
H 2.164 -1.936 -0.383 -0.05
H 3.310 -2.423 0.477 0.05
O 2.305 -0.758 3.850 -0.06
H 1.517 -1.091 3.422 -0.02
H 2.006 0.007 4.342 0.03
O -0.756 1.801 -2.679 -0.08
H -0.180 1.044 -2.782 -0.04
H -1.241 1.848 -3.502 0.06
O 0.639 -2.818 -1.315 -0.05
H 0.863 -3.749 -1.314 0.07
H -0.034 -2.733 -0.640 0.01
O -1.625 -2.150 0.742 -0.07
H -2.303 -1.708 1.254 0.06
H -2.103 -2.792 0.216 0.08
O -1.070 3.296 1.761 -0.07
H -0.157 3.206 1.487 -0.01
H -1.478 2.467 1.512 -0.04
O 0.651 -0.531 -3.366 -0.05
H 0.747 -1.121 -4.114 0.07
H 0.933 -1.050 -2.613 0.00
```

The calculation puts the HOMO energy at -10.57 eV. Its total charge is 0.



<Q>
Molecular formula: H26KrO13
Method: DFT, wB97M-V/def2-TZVPD

The geometry in XYZ format:
```
40
Properties=species:S:1:pos:R:3:lowdin_charge:R:1
Kr -0.358 -0.275 -0.280 0.32
O -2.863 1.564 1.427 -0.06
H -2.592 2.186 0.752 -0.01
H -3.519 1.015 0.997 0.06
O 0.164 2.555 1.556 -0.07
H -0.682 2.637 1.116 -0.02
H -0.058 2.415 2.477 0.06
O 3.524 -0.316 -1.676 -0.06
H 4.261 0.110 -1.239 0.03
H 2.822 0.334 -1.651 -0.02
O -3.309 0.197 -2.894 -0.06
H -3.284 -0.505 -2.243 0.02
H -3.778 -0.183 -3.637 0.03
O 2.341 0.550 2.177 -0.05
H 2.374 0.572 3.133 0.06
H 1.414 0.665 1.967 -0.01
O 2.605 -2.244 2.389 -0.06
H 2.784 -2.321 3.326 0.02
H 2.568 -1.302 2.228 -0.03
O 2.364 3.125 -0.653 -0.04
H 2.043 4.023 -0.565 0.03
H 1.949 2.650 0.068 -0.01
O 1.067 -2.315 -2.881 -0.08
H 1.089 -1.421 -2.540 -0.05
H 0.666 -2.830 -2.181 -0.04
O -0.056 -3.657 -0.633 -0.06
H 0.704 -3.833 -0.077 0.08
H -0.318 -4.518 -0.961 0.07
O -2.271 -4.095 1.084 -0.06
H -1.531 -4.006 0.483 -0.04
H -2.453 -5.034 1.103 0.03
O -1.653 3.082 -0.718 -0.04
H -0.759 3.159 -1.050 0.04
H -1.976 3.982 -0.689 0.07
O -2.581 0.111 3.715 -0.06
H -1.880 -0.539 3.666 0.02
H -2.572 0.539 2.859 -0.04
O 1.286 0.962 -3.144 -0.05
H 0.861 1.750 -2.805 0.02
H 1.605 1.214 -4.010 0.06
```

The calculation puts the HOMO energy at -10.19 eV. Its total charge is 0.



Relative energies, in kcal/mol, with the most stable structure set to zero: <P> 0.0; <Q> 10.2.